No. 1
Formula: C40H35IN13O2S2Sr
Source: the OMol25 dataset
Level of theory: ωB97M-V with the def2-TZVPD basis set

Atoms and positions in Å:
Sr -1.2577 0.3228 0.2856
O -3.5157 2.8274 2.8647
C -2.6022 2.4898 2.1011
N -1.6940 1.5176 2.2296
C -1.5761 0.8442 3.4502
C -1.8619 1.4864 4.6676
C -1.6910 0.8767 5.8950
C -1.1854 -0.4128 5.9510
C -0.8685 -1.0570 4.7714
C -1.0548 -0.4727 3.5084
N -0.5388 -1.1524 2.3894
C -0.6989 -2.4773 2.3725
O -1.5572 -3.1603 2.9587
C 0.3977 -3.2671 1.6568
C 0.3582 -4.6594 1.7638
C 1.3614 -5.4203 1.1975
C 2.3844 -4.7758 0.5162
C 2.3590 -3.3961 0.4775
N 1.4212 -2.6537 1.0619
C -2.4847 3.3316 0.8435
C -2.5026 4.7174 1.0031
C -2.4949 5.5203 -0.1189
C -2.5094 4.9157 -1.3720
C -2.5025 3.5338 -1.4320
N -2.4635 2.7556 -0.3527
H -2.2380 2.4956 4.6249
H -1.9657 1.4056 6.8003
H -1.0376 -0.9115 6.9023
H -0.4547 -2.0573 4.8099
H -0.4725 -5.1028 2.2909
H 1.3412 -6.5016 1.2562
H 3.1812 -5.3203 0.0270
H 3.1229 -2.8491 -0.0698
H -2.5239 5.1259 2.0037
H -2.4744 6.5998 -0.0298
H -2.5219 5.5048 -2.2791
H -2.5060 3.0189 -2.3870
I 1.0229 3.2888 0.3343
C 1.0036 3.3252 -1.8013
C 1.7411 4.3360 -2.3569
C 1.7900 4.4856 -3.7555
C 1.0630 3.6397 -4.5428
C 0.3066 2.5836 -3.9808
C -0.4328 1.7216 -4.8177
C -1.1453 0.6888 -4.2723
C -1.1112 0.4615 -2.8850
C -0.4148 1.2489 -1.9778
C 0.2736 2.3650 -2.5568
H 2.2951 5.0173 -1.7259
H 2.3792 5.2867 -4.1845
H 1.0615 3.7592 -5.6214
H -0.4189 1.8969 -5.8880
H -1.7294 0.0324 -4.9092
H -1.6507 -0.4109 -2.5213
N -3.1740 -2.9691 0.2097
C -2.1378 -3.3368 -0.5630
N -1.2646 -2.5397 -1.1221
C -0.4325 -3.2350 -1.9841
C -0.6773 -4.5648 -2.0862
S -2.0038 -5.0243 -1.0870
C 0.6134 -2.5566 -2.7510
C 0.9043 -2.8487 -4.0458
S 2.1203 -1.7824 -4.6454
C 2.1484 -1.0107 -3.0639
N 1.3441 -1.5303 -2.2037
N 3.0038 0.0308 -2.7936
H -3.2844 -1.9585 0.3046
H -3.4104 -3.5394 1.0051
H -0.1563 -5.3054 -2.6692
H 0.4782 -3.6142 -4.6714
H 3.3154 0.5257 -3.6159
H 2.5921 0.6670 -2.1177
N 4.1929 -0.2870 2.7573
C 2.7884 -0.4094 3.2840
C 1.9452 0.5594 2.4680
N 1.9760 0.2296 1.0632
C 3.3036 0.2037 0.5175
C 4.2568 -0.7022 1.3186
H 4.8547 -0.8146 3.3201
H 4.4290 0.7075 2.7980
H 2.7828 -0.1795 4.3492
H 2.4353 -1.4258 3.1121
H 2.3149 1.5862 2.6145
H 0.9202 0.5106 2.8189
H 1.4841 -0.6525 0.9010
H 3.7143 1.2248 0.5071
H 3.2607 -0.1545 -0.5105
H 5.2860 -0.6164 0.9677
H 3.9255 -1.7365 1.2582
N -3.4271 -0.2014 -0.3729
C -4.2875 -0.1027 -1.1667
N -5.3194 -0.0249 -1.8863
C -5.5869 -0.1851 -3.1466
N -5.9350 -0.3063 -4.2486

For the HOMO energy, the calculation gives -4.3 eV. The HOMO-LUMO gap is 5.069 eV. The charge is -1. The spin multiplicity is 1. The LUMO energy is 0.8 eV. For the energy, the calculation gives -96124.4870 eV.

These are the Mulliken partial charges, in e, on atoms 1 to 6: number 1, Sr, carries 2.3814; number 2, O, carries -0.7028; number 3, C, carries -0.1754; number 4, N, carries 0.4466; number 5, C, carries -0.0470; number 6, C, carries -0.8487

***

No. 2
Formula: C42H56BN6PtS2Si2Te
Source: the OMol25 dataset
Level of theory: ωB97M-V with the def2-TZVPD basis set

Atoms and positions in Å:
Pt -0.1615 0.4504 -1.5202
C -0.5833 5.3503 1.0130
C 0.1405 4.0907 0.6803
C 1.4741 3.7829 0.8723
C 1.6449 2.4784 0.3956
N 0.4568 2.0191 -0.0309
N -0.4374 3.0191 0.1097
B -1.8891 2.8500 -0.3571
N -1.9483 2.8565 -1.9070
N -1.4983 1.7550 -2.5425
C -1.7680 1.8842 -3.8463
C -2.4127 3.1080 -4.0416
C -2.5243 3.6875 -2.7890
C -3.1580 4.9780 -2.3953
C -1.4136 0.8896 -4.8702
C -1.1472 1.3245 -6.1682
C -0.7755 0.4223 -7.1519
C -0.6728 -0.9300 -6.8553
C -0.9650 -1.3754 -5.5733
C -1.3347 -0.4727 -4.5885
N -2.4668 1.4862 0.0927
N -1.9466 0.2719 -0.2724
C -2.7897 -0.6680 0.1768
C -3.8358 -0.0536 0.8697
C -3.6063 1.2983 0.7825
C -4.4315 2.4176 1.3196
C -2.6478 -2.1252 -0.0039
C -1.8768 -2.6930 -1.0090
C -1.7794 -4.0695 -1.1503
C -2.4629 -4.9073 -0.2841
C -3.2470 -4.3540 0.7204
C -3.3394 -2.9799 0.8579
C 2.9228 1.7438 0.3435
C 2.9946 0.3553 0.3523
C 4.2193 -0.2936 0.3015
C 5.3961 0.4389 0.2546
C 5.3369 1.8270 0.2547
C 4.1128 2.4733 0.2920
H 0.1142 6.0578 1.4554
H -1.3893 5.1693 1.7240
H -1.0182 5.8058 0.1239
H 2.2165 4.4146 1.3267
H -2.5310 3.7513 0.0800
H -2.7934 3.5008 -4.9677
H -3.5611 5.4689 -3.2778
H -2.4344 5.6466 -1.9293
H -3.9703 4.8198 -1.6862
H -1.2122 2.3783 -6.4047
H -0.5617 0.7767 -8.1513
H -0.3844 -1.6342 -7.6242
H -0.9255 -2.4322 -5.3424
H -1.6178 -0.8332 -3.6072
H -4.6702 -0.5255 1.3553
H -5.2558 2.0077 1.8987
H -4.8472 3.0228 0.5135
H -3.8449 3.0723 1.9633
H -1.3832 -2.0532 -1.7193
H -1.1769 -4.4846 -1.9485
H -2.3940 -5.9814 -0.3938
H -3.7865 -4.9966 1.4032
H -3.9376 -2.5701 1.6594
H 2.0886 -0.2268 0.4414
H 4.2500 -1.3767 0.3119
H 6.3535 -0.0642 0.2268
H 6.2489 2.4083 0.2324
H 4.0860 3.5541 0.2594
C 3.1902 -2.1572 -3.2993
C 2.2410 -1.0746 -2.8857
S 1.0199 -1.4163 -1.8266
C 2.4058 0.2589 -3.3221
C 3.5206 0.6693 -4.2294
S 1.3534 1.4079 -2.7781
H 2.8706 -3.1197 -2.9060
H 4.1967 -1.9483 -2.9304
H 3.2399 -2.2220 -4.3874
H 4.4851 0.4018 -3.7944
H 3.5072 1.7406 -4.4182
H 3.4242 0.1473 -5.1836
C 1.3383 -5.8851 3.4198
Si 1.5843 -4.2257 2.5951
C 3.0799 -3.3637 3.3116
C 1.7838 -4.4260 0.7448
C 0.0400 -3.2157 2.9420
Te 0.0056 -1.2745 2.0494
C 0.9808 -0.2590 3.6717
Si -0.2941 0.5982 4.7630
C -0.9384 2.0478 3.7558
C 0.5555 1.1867 6.3214
C -1.6876 -0.5525 5.2396
H 2.2007 -6.5389 3.2728
H 0.4615 -6.4011 3.0240
H 1.1986 -5.7642 4.4958
H 3.9984 -3.8834 3.0296
H 3.0392 -3.3488 4.4030
H 3.1611 -2.3324 2.9600
H 2.6733 -5.0124 0.5049
H 1.8787 -3.4482 0.2625
H 0.9208 -4.9325 0.3060
H -0.1103 -3.0702 4.0138
H -0.8403 -3.7416 2.5594
H 1.6284 0.4969 3.2204
H 1.6082 -0.9763 4.1997
H -0.2566 2.8991 3.8253
H -1.9199 2.3775 4.1035
H -1.0323 1.7751 2.6992
H 1.3749 1.8730 6.0990
H 0.9634 0.3459 6.8854
H -0.1441 1.7119 6.9755
H -2.1627 -1.0064 4.3679
H -2.4522 -0.0009 5.7915
H -1.3327 -1.3533 5.8923

For the HOMO energy, the calculation gives -9.3 eV. Its energy above the lowest of the compared OMol25 structures with the same formula, charge and spin is 0.0 kJ/mol. The HOMO-LUMO gap is 4.551 eV. The charge is +1. The spin multiplicity is 1. The LUMO energy is -4.8 eV. For the energy, the calculation gives -102045.9939 eV.

These are the Mulliken partial charges, in e, on atoms 1 to 6: number 1, Pt, carries 3.6605; number 2, C, carries -1.4960; number 3, C, carries 0.4595; number 4, C, carries -1.3305; number 5, C, carries -0.4841; number 6, N, carries 0.5640

***

No. 3
Formula: C3H7N2O
Source: the OMol25 dataset
Level of theory: ωB97M-V with the def2-TZVPD basis set

Atoms and positions in Å:
C -1.9715 0.6764 -2.3563
C -1.4602 0.2721 -0.0573
C 1.8676 -0.6987 1.7229
N 1.1895 0.2156 1.1284
N -1.7525 0.3675 -1.2031
O 3.1804 -0.7129 1.8121
H -1.5037 1.5529 -2.7461
H -2.4403 0.0060 -3.1062
H -0.3981 0.0089 0.2469
H -1.9832 0.7631 0.8648
H 1.4712 -1.6175 2.1265
H 1.4388 1.1750 1.0320
H 3.5610 0.0464 1.3804

For the HOMO energy, the calculation gives -13.8 eV. Its energy above the lowest of the compared OMol25 structures with the same formula, charge and spin is 363.4 kJ/mol. The HOMO-LUMO gap is 9.279 eV. The charge is +1. The spin multiplicity is 1. The LUMO energy is -4.5 eV. For the energy, the calculation gives -8242.3730 eV.

These are the Mulliken partial charges, in e, on atoms 1 to 6: number 1, C, carries -0.1753; number 2, C, carries -0.1275; number 3, C, carries 0.2051; number 4, N, carries -0.6107; number 5, N, carries 0.1769; number 6, O, carries -0.4216

***

No. 4
Formula: C3H6N2OS
Source: the OMol25 dataset
Level of theory: ωB97M-V with the def2-TZVPD basis set

Atoms and positions in Å:
C 2.5242 -0.1690 0.0925
C 1.0852 0.0086 -0.1460
O 0.5598 1.0686 -0.4984
S 0.1610 -1.4809 0.0866
N -1.5011 -1.3835 -0.3730
C -2.3153 -0.3909 -0.1766
N -1.9989 0.7717 0.4501
H 2.8515 0.6080 0.7550
H 3.0582 -0.0164 -0.8305
H 2.6711 -1.1221 0.6204
H -3.3038 -0.5629 -0.5746
H -1.1023 1.1291 0.1863
H -2.6895 1.5398 0.4082

For the HOMO energy, the calculation gives -8.8 eV. Its energy above the lowest of the compared OMol25 structures with the same formula, charge and spin is 141.8 kJ/mol. The HOMO-LUMO gap is 9.715 eV. The spin multiplicity is 1. The LUMO energy is 0.9 eV. For the energy, the calculation gives -19070.6973 eV.

These are the Mulliken partial charges, in e, on atoms 1 to 6: number 1, C, carries -1.0293; number 2, C, carries 0.6931; number 3, O, carries -0.7163; number 4, S, carries -0.0346; number 5, N, carries -0.4806; number 6, C, carries 0.1906